27
Properties=species:S:1:pos:R:3 method="wB97M-V/def2-TZVPD" relative_energy_kcal_mol=17.7 max_force_ev_per_a=5.3 homo_energy_ev=-8.32 multiplicity=1 charge=0 orbital_gap_ha=0.3120 energy_ha=-986.86489 smiles="CCC1=C(Cl)C=C[C@H](C)[C@H]1B(O)O"
C -0.9881 2.8337 -0.3708
C -1.3905 1.5419 -1.0573
C -0.9122 0.1914 -0.4851
C -1.6038 -0.8334 0.0068
Cl -3.3445 -0.8450 -0.1697
C -1.0700 -2.0700 0.4484
C 0.1652 -2.1075 0.8988
C 0.9694 -0.7869 1.2011
C 0.4376 -0.0319 2.3805
C 0.9132 0.0357 0.0123
B 1.5440 -0.6714 -1.2040
O 1.6978 -2.0502 -1.1800
O 1.9180 0.2088 -2.2451
H -0.9075 2.7179 0.6590
H -1.7577 3.6443 -0.7146
H 0.0619 3.1682 -0.6390
H -1.0471 1.5304 -2.1074
H -2.4899 1.4356 -1.0864
H -1.5457 -3.0961 0.1835
H 0.8351 -2.9690 0.9580
H 1.9995 -1.1242 1.3590
H 1.0595 0.9390 2.6174
H 0.4150 -0.6158 3.3155
H -0.6795 0.2260 2.1396
H 1.1144 1.0362 0.0771
H 2.2527 -2.2347 -1.9340
H 2.3531 -0.0730 -3.0636


18
Properties=species:S:1:pos:R:3 method="wB97M-V/def2-TZVPD" relative_energy_kcal_mol=18.7 max_force_ev_per_a=2.0 homo_energy_ev=-8.86 multiplicity=1 charge=0 orbital_gap_ha=0.3492 energy_ha=-360.40764
H -0.9609 -2.0640 1.6308
N -0.1972 -1.7496 1.0454
C -0.2823 -0.4872 0.8435
N -1.3049 0.4002 1.2474
N 0.6314 0.1167 0.0193
C 1.9901 -0.3612 -0.0917
C 2.8799 0.6516 -0.7921
H -0.8180 1.1262 1.7536
H -2.1231 0.0098 1.6421
H 0.4904 1.0941 -0.1393
H 1.9490 -1.3733 -0.5101
H 2.4207 -0.6259 0.8906
H 2.8793 1.5591 -0.1805
H 2.4945 0.8813 -1.7822
H 3.9161 0.3275 -0.8002
O -3.1971 0.9900 -1.9517
H -3.0141 1.2934 -1.0607
H -3.3343 0.0367 -1.9482


- Look up the charge of the second one.
  0


- What is the charge in the second record?
  0